# C5F15KO15S5

A molecular structure, C5F15KO15S5 at a distorted geometry (the ωB97M-V functional and the def2-TZVPD basis, the Open Molecules 2025 dataset).

Properties
F_max: 4.47 eV/A
E_tot: -147161.9292 eV
energy above the lowest of the compared OMol25 structures with the same formula, charge and spin: 0.774 eV
multiplicity: 1
charge: -4
E_LUMO: 6.47 eV

Structure (XYZ):
```
41
C5F15KO15S5 (the ωB97M-V functional and the def2-TZVPD basis)
K -0.021 -0.293 -0.049
C 1.571 -5.426 -3.500
F 1.389 -4.839 -4.694
F 0.419 -5.441 -2.787
F 1.820 -6.689 -3.817
S 3.082 -4.700 -2.512
O 2.584 -3.606 -1.670
O 3.588 -5.789 -1.700
O 4.069 -4.195 -3.503
C 3.132 6.032 -1.034
F 2.253 6.622 -0.192
F 3.850 6.940 -1.686
F 4.016 5.228 -0.328
S 2.199 4.984 -2.259
O 1.212 5.876 -2.950
O 3.208 4.435 -3.125
O 1.505 3.959 -1.428
C -2.806 -0.749 -4.891
F -1.673 -0.667 -4.294
F -3.025 -2.051 -5.191
F -3.726 -0.252 -4.003
S -2.765 0.294 -6.537
O -1.624 -0.279 -7.280
O -4.076 0.076 -7.138
O -2.498 1.656 -6.206
C -5.671 -0.220 5.494
F -5.312 0.789 6.261
F -6.418 -1.075 6.180
F -6.362 0.176 4.397
S -4.021 -1.151 4.884
O -4.441 -2.524 4.671
O -3.508 -0.498 3.657
O -3.093 -1.012 5.995
C 2.644 1.506 5.026
F 3.244 1.831 3.882
F 3.340 2.032 6.021
F 1.396 1.989 4.979
S 2.634 -0.400 5.281
O 1.883 -0.999 4.116
O 4.026 -0.861 5.377
O 1.978 -0.711 6.551
```

Let us look at the Mulliken charges, expressed in e, one per atom:
1. K 0.9874
2. C 0.5870
3. F -0.2247
4. F -0.2291
5. F -0.2502
6. S 1.0715
7. O -0.6223
8. O -0.6590
9. O -0.6693
10. C 0.5720
11. F -0.2192
12. F -0.2212
13. F -0.2330
14. S 1.0918
15. O -0.6805
16. O -0.6497
17. O -0.6568
18. C 0.5583
19. F -0.1933
20. F -0.2279
21. F -0.2376
22. S 1.0734
23. O -0.6712
24. O -0.6792
25. O -0.6229
26. C 0.5739
27. F -0.2207
28. F -0.2328
29. F -0.2430
30. S 1.0706
31. O -0.6671
32. O -0.6441
33. O -0.6347
34. C 0.5734
35. F -0.2145
36. F -0.2271
37. F -0.2110
38. S 1.0731
39. O -0.6442
40. O -0.6781
41. O -0.6678

# C2H12N2O2

3 unconnected molecules or ions with the total composition C2H12N2O2 at a distorted geometry (the ωB97M-V functional and the def2-TZVPD basis, the Open Molecules 2025 dataset).

Properties
F_max: 1.67 eV/A
E_tot: -9334.6123 eV
⟨S²⟩: 0.756
energy above the lowest of the compared OMol25 structures with the same formula, charge and spin: 0.628 eV
multiplicity: 2
charge: +1
E_LUMO (alpha / beta): -3.38 / -8.64 eV

Structure (XYZ):
```
18
C2H12N2O2 (the ωB97M-V functional and the def2-TZVPD basis)
N -1.025 -0.723 1.327
C -1.716 0.480 1.119
C -1.213 1.671 2.082
N -0.093 2.329 1.496
H -1.072 -1.265 2.193
H -0.074 -0.694 0.967
H -2.779 0.308 1.168
H -1.428 0.855 0.147
H -2.054 2.366 2.075
H -1.023 1.307 3.072
H 0.062 3.267 1.843
H 0.786 1.858 1.628
H 0.810 -0.141 -1.458
H 0.178 -1.529 -1.607
O 1.019 -1.083 -1.464
H 2.446 -2.765 -4.853
H 3.872 -3.271 -4.507
O 3.304 -2.971 -5.227
```

Let us look at the Mulliken charges, expressed in e, one per atom:
1. N -0.1848
2. C -0.4802
3. C -0.3034
4. N -0.4738
5. H 0.2918
6. H 0.2985
7. H 0.3767
8. H 0.3040
9. H 0.3736
10. H 0.3080
11. H 0.2611
12. H 0.2285
13. H 0.3242
14. H 0.3417
15. O -0.6668
16. H 0.3053
17. H 0.3204
18. O -0.6248

# C5H9ClNO4S

2 unconnected molecules or ions with the total composition C5H9ClNO4S at a distorted geometry (the ωB97M-V functional and the def2-TZVPD basis, the Open Molecules 2025 dataset).

Properties
F_max: 4.80 eV/A
E_tot: -38366.0724 eV
⟨S²⟩: 2.011
multiplicity: 3
charge: -1
E_LUMO (alpha / beta): 2.97 / -0.12 eV

Structure (XYZ):
```
21
C5H9ClNO4S (the ωB97M-V functional and the def2-TZVPD basis)
C 3.293 -0.305 -0.685
C -3.677 -0.755 0.503
C 1.846 -0.235 -1.137
C 0.828 -0.349 -0.003
C 0.710 0.796 0.895
N 0.634 0.715 2.141
O 4.160 -0.845 -1.322
O 3.582 0.295 0.477
O -3.510 1.075 -1.406
O -1.646 -0.540 -1.170
S -2.559 0.454 -0.461
Cl 0.583 2.379 0.045
H -4.430 -0.169 1.022
H -4.137 -1.421 -0.214
H -3.065 -1.307 1.208
H 1.715 0.725 -1.650
H 1.681 -1.027 -1.870
H -0.212 -0.458 -0.507
H 0.988 -1.250 0.592
H 0.439 1.567 2.651
H 2.779 0.658 0.891
```

Let us look at the Mulliken charges, expressed in e, one per atom:
1. C 0.4758
2. C -0.8196
3. C -0.3767
4. C -0.2133
5. C 0.0773
6. N -0.7287
7. O -0.6152
8. O -0.5450
9. O -0.5085
10. O -0.4600
11. S 0.6759
12. Cl -0.3210
13. H 0.2844
14. H 0.2964
15. H 0.3603
16. H 0.2656
17. H 0.2997
18. H 0.0537
19. H 0.0328
20. H 0.2929
21. H 0.4731

# C63H139N9O13S3

12 unconnected molecules or ions with the total composition C63H139N9O13S3 at a distorted geometry (the ωB97M-V functional and the def2-TZVPD basis, the Open Molecules 2025 dataset).

Properties
F_max: 3.85 eV/A
E_tot: -140106.8525 eV
multiplicity: 1
structure (SMILES): O=[N+]([O-])c1ccccc1.O=[N+]([O-])c1ccccc1.CCOS(C)(=O)=O.CCOS(C)(=O)=O.CCOS(C)(=O)=O.CCN(CC)CC.CCN(CC)CC.CCN(CC)CC.CCN(CC)CC.CCN(CC)CC.CCN(CC)CC.CCN(CC)CC
E_LUMO: -0.50 eV

Structure (XYZ):
```
227
C63H139N9O13S3 (the ωB97M-V functional and the def2-TZVPD basis)
O 0.309 -13.583 22.342
N 1.141 -14.418 22.535
O 2.361 -14.195 22.471
C 0.739 -15.782 22.919
C 1.662 -16.811 22.960
C 1.248 -18.055 23.293
C -0.041 -18.185 23.774
C -0.965 -17.159 23.805
C -0.625 -15.959 23.211
H 2.638 -16.535 22.591
H 2.056 -18.822 23.346
H -0.206 -19.158 24.181
H -1.857 -17.228 24.438
H -1.242 -15.102 23.315
O 1.504 -18.975 16.958
N 0.383 -18.805 17.420
O -0.455 -19.672 17.585
C 0.145 -17.557 18.062
C -1.136 -17.328 18.504
C -1.377 -16.109 19.107
C -0.315 -15.244 19.417
C 0.986 -15.500 19.080
C 1.232 -16.677 18.289
H -2.015 -17.884 18.217
H -2.381 -15.768 19.215
H -0.517 -14.291 20.028
H 1.797 -14.829 19.280
H 2.182 -16.983 17.901
C -3.541 -19.411 20.559
C -3.862 -17.952 20.787
O -5.160 -17.742 20.173
S -5.922 -16.374 20.304
C -7.593 -16.918 19.954
O -5.876 -15.885 21.645
O -5.485 -15.564 19.211
H -2.788 -19.811 21.241
H -3.177 -19.517 19.589
H -4.426 -20.015 20.607
H -3.946 -17.683 21.808
H -3.116 -17.334 20.248
H -7.625 -17.493 18.997
H -8.174 -16.030 19.636
H -7.951 -17.487 20.837
C 2.668 -9.966 23.823
C 3.151 -11.172 22.994
O 4.421 -10.973 22.354
S 4.690 -9.871 21.328
C 6.292 -10.421 20.997
O 3.890 -10.035 20.118
O 4.727 -8.576 21.935
H 3.496 -9.750 24.486
H 1.766 -10.180 24.349
H 2.393 -9.063 23.212
H 3.380 -11.977 23.703
H 2.449 -11.527 22.236
H 6.575 -9.761 20.191
H 6.148 -11.445 20.613
H 6.939 -10.373 21.861
C 2.469 -22.954 21.980
C 1.743 -23.378 23.227
O 1.760 -22.222 24.054
S 0.620 -21.955 25.113
C 0.728 -23.276 26.289
O 1.001 -20.719 25.711
O -0.605 -22.063 24.392
H 2.004 -22.136 21.455
H 2.607 -23.819 21.300
H 3.453 -22.598 22.369
H 0.705 -23.603 23.044
H 2.238 -24.212 23.719
H 0.409 -24.180 25.814
H 0.187 -22.866 27.158
H 1.749 -23.346 26.666
C -3.551 -20.921 24.530
C -3.120 -20.416 25.934
N -2.957 -18.957 26.005
C -4.267 -18.278 26.111
C -4.955 -18.181 27.487
C -2.044 -18.674 27.118
C -1.946 -17.157 27.512
H -2.995 -20.285 23.852
H -4.613 -20.937 24.292
H -3.403 -21.980 24.316
H -3.740 -20.779 26.730
H -2.109 -20.815 26.096
H -4.052 -17.324 25.800
H -4.864 -18.689 25.331
H -5.435 -19.060 27.780
H -4.292 -17.912 28.302
H -5.748 -17.430 27.442
H -1.061 -18.984 26.758
H -2.203 -19.135 28.078
H -2.884 -16.694 27.469
H -1.266 -16.653 26.812
H -1.587 -17.021 28.574
C -3.582 -11.826 20.100
C -2.265 -11.088 20.199
N -1.144 -11.880 19.701
C -1.282 -12.009 18.155
C -1.586 -10.658 17.471
C 0.067 -11.150 19.969
C 1.422 -11.722 19.488
H -4.397 -11.280 20.671
H -3.414 -12.863 20.375
H -3.923 -11.905 19.042
H -2.212 -10.077 19.619
H -2.084 -10.785 21.184
H -0.356 -12.405 17.822
H -2.141 -12.664 17.967
H -2.493 -10.177 17.710
H -0.829 -9.897 17.486
H -1.670 -10.816 16.382
H 0.227 -11.086 20.996
H -0.078 -10.117 19.538
H 1.360 -12.722 19.769
H 2.209 -11.286 20.052
H 1.646 -11.627 18.434
C 2.615 -20.191 19.727
C 3.312 -21.137 18.770
N 4.837 -21.177 18.976
C 5.353 -22.388 18.333
C 5.166 -22.587 16.861
C 5.431 -19.931 18.627
C 6.921 -19.987 18.900
H 3.049 -20.255 20.714
H 1.556 -20.340 19.703
H 2.735 -19.114 19.526
H 2.942 -22.175 18.963
H 3.003 -20.807 17.781
H 6.463 -22.416 18.524
H 4.843 -23.230 18.878
H 4.118 -22.553 16.569
H 5.642 -21.773 16.277
H 5.508 -23.609 16.619
H 4.888 -19.144 19.199
H 5.287 -19.713 17.578
H 7.159 -20.618 19.735
H 7.389 -19.039 19.010
H 7.401 -20.510 18.080
C 5.212 -20.617 22.764
C 5.745 -21.544 23.952
N 6.394 -20.856 25.081
C 7.568 -20.074 24.665
C 8.303 -19.303 25.746
C 5.462 -19.858 25.744
C 4.150 -20.466 26.082
H 4.841 -21.231 22.026
H 5.972 -19.991 22.449
H 4.348 -20.022 23.124
H 4.813 -22.046 24.332
H 6.383 -22.358 23.596
H 8.268 -20.741 24.175
H 7.309 -19.364 23.865
H 7.794 -18.432 26.152
H 8.525 -19.830 26.700
H 9.193 -18.955 25.284
H 5.367 -18.934 25.169
H 6.013 -19.563 26.633
H 3.313 -20.387 25.410
H 3.850 -19.944 27.046
H 4.265 -21.470 26.493
C 3.278 -11.583 27.252
C 2.924 -13.075 27.198
N 3.270 -13.585 25.829
C 2.510 -14.753 25.431
C 2.567 -15.943 26.382
C 4.772 -13.830 25.693
C 5.176 -13.796 24.228
H 2.784 -11.151 26.419
H 4.431 -11.535 27.162
H 3.078 -11.102 28.171
H 3.370 -13.614 28.019
H 1.870 -13.169 27.289
H 1.507 -14.451 25.281
H 2.841 -15.020 24.414
H 3.564 -16.443 26.434
H 2.245 -15.564 27.383
H 1.849 -16.619 26.014
H 5.059 -14.809 26.223
H 5.324 -13.096 26.284
H 4.283 -13.782 23.587
H 5.795 -14.610 23.942
H 5.720 -12.912 24.012
C 4.832 -16.468 20.589
C 4.765 -14.994 20.152
N 4.330 -14.793 18.721
C 5.053 -15.582 17.715
C 6.633 -15.409 17.701
C 4.444 -13.366 18.482
C 3.820 -12.880 17.198
H 3.825 -16.861 20.508
H 5.252 -16.671 21.527
H 5.389 -17.150 19.861
H 3.995 -14.453 20.769
H 5.710 -14.540 20.432
H 4.850 -16.648 17.778
H 4.652 -15.294 16.743
H 6.941 -16.322 17.218
H 6.892 -14.594 17.028
H 7.052 -15.276 18.733
H 5.508 -13.137 18.581
H 3.942 -12.908 19.312
H 2.851 -13.313 17.042
H 4.450 -13.094 16.283
H 3.592 -11.773 17.355
C -4.993 -13.660 25.592
C -3.510 -13.827 25.373
N -2.722 -13.043 26.309
C -2.715 -13.559 27.658
C -2.958 -12.422 28.618
C -1.364 -12.839 25.834
C -1.343 -11.812 24.668
H -5.513 -14.489 25.132
H -5.338 -12.800 25.015
H -5.210 -13.531 26.624
H -3.145 -14.905 25.415
H -3.207 -13.458 24.428
H -3.548 -14.251 27.824
H -1.782 -14.063 27.799
H -2.292 -11.610 28.338
H -3.948 -12.128 28.481
H -2.778 -12.639 29.649
H -0.865 -13.729 25.539
H -0.816 -12.412 26.692
H -1.795 -10.892 25.044
H -1.902 -12.177 23.774
H -0.318 -11.621 24.461
```

These are the Mulliken partial charges, in e, on atoms 1 to 99:
1. O -0.4204
2. N 0.7502
3. O 0.1125
4. C 0.3300
5. C -0.8738
6. C -0.3906
7. C -0.5225
8. C 0.2932
9. C -1.1045
10. H 0.3237
11. H 0.0077
12. H 0.1631
13. H 0.3528
14. H 0.6966
15. O -0.6723
16. N 1.1596
17. O -0.6496
18. C -0.2988
19. C -0.2797
20. C -1.9944
21. C -0.0673
22. C -0.0707
23. C -0.9259
24. H 0.7508
25. H 1.3133
26. H 0.2312
27. H 0.3300
28. H 0.9246
29. C -1.3359
30. C 1.0417
31. O -0.3629
32. S 1.2906
33. C -1.0618
34. O -0.6069
35. O -0.6374
36. H 0.1591
37. H 0.3566
38. H 0.4537
39. H 0.5883
40. H -0.8371
41. H 0.3329
42. H 0.3770
43. H 0.2952
44. C -1.5397
45. C 2.0934
46. O -0.0293
47. S 1.2271
48. C -0.8121
49. O -0.6487
50. O -0.6837
51. H 0.4361
52. H 0.2384
53. H 0.4227
54. H -0.6979
55. H -0.9408
56. H 0.4560
57. H 0.0225
58. H 0.3199
59. C -0.5442
60. C -0.6878
61. O 0.1919
62. S 0.9591
63. C -1.2133
64. O -0.4978
65. O -0.6124
66. H -0.0454
67. H 0.4801
68. H -0.0384
69. H 0.5934
70. H 0.2300
71. H 0.3799
72. H 0.4490
73. H 0.3404
74. C -1.3133
75. C -0.3778
76. N 0.9133
77. C -0.6552
78. C -1.6397
79. C -0.7499
80. C -0.3460
81. H 0.1253
82. H 0.3772
83. H 0.4424
84. H 0.3876
85. H 0.1334
86. H 0.0307
87. H 0.7361
88. H 0.4903
89. H 0.2848
90. H 0.4285
91. H 0.1935
92. H 0.4825
93. H -0.1699
94. H -0.1327
95. H 0.4495
96. C -1.4574
97. C -0.6873
98. N 0.6927
99. C -0.7197